(1)
Density functional theory data (ωB97M-V/def2-TZVPD) for a molecular structure, H32Mg2O24S2.

```
! RIJCOSX wB97M-V def2-TZVPD def2/J DEFGRID3
* xyz 0 1
Mg -2.83693 -3.74757 1.74918
Mg -0.39204 0.51925 -4.57276
S -0.70984 -2.63309 -7.33874
O -0.59070 -2.58443 -5.92422
O 0.48955 -3.17706 -7.96256
O -1.84554 -3.39330 -7.76389
O -0.85431 -1.19912 -7.50171
S 0.60112 0.37862 0.73955
O 1.94520 0.21813 1.28241
O -0.18135 -0.81993 0.88354
O -0.09610 1.41794 1.56481
O 0.66137 0.69804 -0.71776
O 2.85029 -3.28532 6.14877
H 2.18311 -2.62029 6.31859
H 3.13649 -3.11448 5.25148
O 6.00951 -0.70475 -2.51612
H 5.76568 -0.12243 -1.79662
H 6.65263 -0.20661 -3.02060
O 3.20399 1.60604 -5.58251
H 3.65716 2.12342 -6.24822
H 3.87582 1.41621 -4.92765
O -1.18838 6.44231 1.98935
H -2.14085 6.52579 1.94396
H -1.03361 5.50133 2.07203
O 4.71345 -3.73809 1.89858
H 4.82131 -3.99195 0.98198
H 4.40730 -2.83190 1.86219
O -3.66779 2.34091 5.01123
H -3.89587 1.45571 5.29517
H -2.90028 2.22312 4.45151
O 6.72024 0.58143 3.67870
H 7.29237 -0.16171 3.48727
H 5.96604 0.45838 3.10227
O -3.69448 -4.45074 -1.87166
H -4.47159 -4.03871 -2.24923
H -3.24155 -4.83966 -2.61988
O -4.29198 3.04445 0.26670
H -4.49365 3.95724 0.47254
H -3.40438 2.91365 0.60032
O -1.29917 3.96650 -5.37586
H -0.95947 4.50685 -6.08921
H -2.00848 4.48632 -4.99785
O -0.56502 -6.75076 1.75911
H -0.13119 -7.09444 2.54007
H -0.24001 -7.29751 1.04380
O 3.17263 3.52193 5.72568
H 2.56789 4.18517 6.05829
H 2.74119 3.17345 4.94551
O -4.14602 0.46592 -3.74578
H -4.86165 -0.16926 -3.77141
H -4.50804 1.21643 -3.27471
O -5.56763 -1.39306 1.69495
H -5.43725 -0.44512 1.66947
H -6.45931 -1.50388 2.02487
O -2.44244 -2.68228 5.10902
H -3.28650 -2.44942 5.49578
H -1.79518 -2.25738 5.67182
O 2.36353 5.03650 -1.69361
H 2.40590 4.14301 -1.35287
H 1.43476 5.18034 -1.87510
*
```

Output
LUMO = -5.47 eV
Energy = -82206.4842 eV

(2)
Density functional theory data (ωB97M-V/def2-TZVPD) for a molecular structure, C28H26LaN3O7PSi.

```
! RIJCOSX wB97M-V def2-TZVPD def2/J DEFGRID3
* xyz -1 1
La 1.07952 -0.03942 -1.35145
O 5.30690 0.86892 -0.84474
C 4.13426 1.15383 -0.66289
O 3.18876 0.30407 -0.44559
C 3.70763 2.61982 -0.73565
C 4.74010 3.53556 -0.80984
C 4.48579 4.89901 -0.90195
C 3.19546 5.39194 -0.96347
C 2.16949 4.47471 -0.93231
C 2.33924 3.06542 -0.75987
O 1.33233 2.29353 -0.61164
N 0.81309 5.02422 -1.06669
O 0.58145 6.08821 -0.51316
O 0.01072 4.42407 -1.75183
N 5.59831 5.84328 -0.95242
O 5.33633 7.03266 -1.04393
O 6.73087 5.40118 -0.88898
H 5.75030 3.15370 -0.79451
H 2.99153 6.44767 -1.04340
N -1.20988 -0.34319 -1.27049
P -2.01954 -0.50320 0.03591
C -1.92299 -2.16340 0.78193
C -1.78765 -2.38281 2.15143
C -1.71229 -3.67521 2.65398
C -1.77641 -4.75792 1.79005
C -1.91030 -4.54437 0.42451
C -1.97749 -3.25581 -0.07439
C -1.42789 0.63453 1.33503
C -2.17249 1.72919 1.76199
C -1.62073 2.67639 2.61265
C -0.31623 2.54057 3.05747
C 0.43971 1.45206 2.64298
C -0.11434 0.51454 1.78814
C -3.80560 -0.19031 -0.08316
C -4.70816 -0.54957 0.91387
C -6.05801 -0.28021 0.76543
C -6.51570 0.34843 -0.38674
C -5.62068 0.70311 -1.38425
C -4.26772 0.43377 -1.23287
H -1.72122 -1.54055 2.83348
H -1.58830 -3.83001 3.71849
H -1.70227 -5.76716 2.17449
H -1.93003 -5.38300 -0.25986
H -2.04210 -3.09173 -1.14315
H -3.18913 1.85897 1.41192
H -2.21074 3.53157 2.91659
H 0.11704 3.28552 3.71197
H 1.46878 1.34149 2.95797
H 0.52682 -0.32329 1.50554
H -4.35689 -1.04971 1.80876
H -6.75443 -0.56495 1.54395
H -7.57147 0.55647 -0.50657
H -5.97521 1.18921 -2.28439
H -3.55861 0.69918 -2.00763
C 1.85013 -3.78308 0.20897
Si 1.84105 -3.08875 -1.58900
C 0.79931 -4.36797 -2.57880
C 3.62173 -3.51953 -2.15399
H 1.95044 -4.87438 0.19408
H 0.96249 -3.54736 0.80011
H 2.71351 -3.38170 0.74725
H 1.03434 -5.39307 -2.27399
H 1.03113 -4.28213 -3.64424
H -0.27850 -4.22967 -2.48110
H 3.86223 -4.57095 -1.96540
H 4.35699 -2.90473 -1.63119
H 3.75523 -3.33772 -3.22341
*
```

Output
LUMO = 1.82 eV
Energy = -66286.2464 eV

(3)
Density functional theory data (ωB97M-V/def2-TZVPD) for a molecular structure, C28H42N5OPRhS2Se.

```
! RIJCOSX wB97M-V def2-TZVPD def2/J DEFGRID3
* xyz -1 1
Rh 1.15676 0.01300 0.93991
C 2.99288 -0.75981 3.01298
N 3.07720 -0.52556 1.54760
C 3.48147 -1.74767 0.81757
C 2.48319 -2.88199 0.94333
N 1.14701 -2.52714 0.48459
C 1.06937 -2.52379 -0.97508
C 0.12631 -3.35642 1.09221
C 0.05151 -4.69869 0.73697
C -0.89750 -5.54377 1.28835
C -1.78175 -5.01454 2.22582
C -1.70306 -3.68760 2.59635
C -0.74687 -2.79882 2.05265
S -0.66144 -1.14925 2.55826
C 4.05320 0.54836 1.31863
C 5.42158 0.31536 1.42482
C 6.32296 1.35536 1.27071
C 5.86023 2.64486 1.03476
C 4.50024 2.88025 0.95369
C 3.59224 1.83384 1.07999
S 1.84805 2.11108 0.91237
H 3.93878 -1.16916 3.39092
H 2.15957 -1.42571 3.22698
H 2.78071 0.19554 3.49124
H 4.44344 -2.12073 1.19070
H 3.61738 -1.45719 -0.22487
H 2.40790 -3.20708 1.98142
H 2.89196 -3.73836 0.37815
H 1.21193 -3.52955 -1.40331
H 1.83427 -1.86250 -1.38216
H 0.10070 -2.14642 -1.28825
H 0.75412 -5.08709 0.00629
H -0.94634 -6.58550 0.99815
H -2.53639 -5.64873 2.67755
H -2.38467 -3.28921 3.33743
H 5.79442 -0.67672 1.64128
H 7.38513 1.16031 1.34668
H 6.56093 3.46260 0.92264
H 4.10901 3.87856 0.80769
O -0.83825 1.19689 0.37837
P -1.79896 1.23657 -0.74939
N -1.09351 0.96772 -2.21113
C 0.32802 1.23343 -2.46939
C 0.51739 0.62091 -3.84967
C -0.79196 0.98538 -4.55077
C -1.84872 0.80800 -3.45462
N -3.03125 0.12134 -0.70575
C -2.55481 -1.28257 -0.80843
C -3.62583 -2.10063 -0.10150
C -4.04031 -1.16887 1.03115
C -4.06012 0.19990 0.35712
N -2.53050 2.74750 -0.87481
C -3.11324 3.31702 0.36725
C -2.88921 4.83852 0.27419
C -2.32534 5.06549 -1.12889
C -1.59816 3.76275 -1.40867
H 0.94934 0.79816 -1.68437
H 0.54529 2.30874 -2.48776
H 0.61186 -0.46524 -3.75988
H 1.40132 1.00167 -4.36105
H -1.00408 0.38184 -5.43362
H -0.75532 2.03280 -4.86122
H -2.30715 -0.18548 -3.49434
H -2.65574 1.54180 -3.53401
H -1.60744 -1.40077 -0.27657
H -2.42653 -1.56178 -1.85625
H -3.22764 -3.04964 0.25666
H -4.46444 -2.30079 -0.77553
H -3.26265 -1.18209 1.79858
H -4.99867 -1.42401 1.48462
H -3.84101 0.98894 1.07366
H -5.03408 0.41023 -0.09760
H -2.60539 2.92132 1.25139
H -4.17165 3.06234 0.42362
H -2.16307 5.14728 1.02591
H -3.80874 5.39717 0.44801
H -1.66344 5.92956 -1.18396
H -3.13107 5.19867 -1.85455
H -0.63397 3.74352 -0.88190
H -1.41687 3.59054 -2.47052
Se 1.44951 3.32577 2.74060
*
```

Output
LUMO (alpha / beta) = 2.61 / 2.61 eV
Energy = -138533.4258 eV